No. 1
Molecular formula: C13H29N2O6RuSe2
Method: DFT, wB97M-V/def2-TZVPD

Positions of all 53 atoms, in Å:
Ru  1.218  0.334  0.399
C  0.701  3.935  -1.100
Se  1.582  2.766  0.195
C  3.282  2.707  -0.774
C  3.189  1.836  -2.008
Se  2.626  0.008  -1.545
C  1.638  -0.269  -3.202
H  0.539  3.442  -2.056
H  1.339  4.808  -1.218
H  -0.254  4.246  -0.687
H  4.004  2.316  -0.061
H  3.544  3.733  -1.030
H  4.149  1.770  -2.521
H  2.446  2.215  -2.709
H  0.936  0.545  -3.374
H  1.101  -1.209  -3.106
H  2.363  -0.318  -4.013
C  -0.879  -2.083  4.478
O  -0.692  -0.803  3.870
C  0.082  -0.682  2.802
O  0.253  0.423  2.314
N  0.701  -1.826  2.348
N  1.439  -1.655  1.134
H  -1.463  -1.897  5.373
H  0.077  -2.532  4.745
H  -1.444  -2.746  3.819
H  0.130  -2.658  2.352
H  1.182  -2.384  0.466
H  2.424  -1.740  1.373
C  -1.499  -3.666  0.319
O  -1.456  -2.243  0.311
C  -0.653  -1.685  -0.666
O  0.082  -2.443  -1.294
H  -2.237  -3.938  1.071
H  -0.528  -4.104  0.569
H  -1.794  -4.057  -0.653
O  2.916  0.537  1.575
O  4.088  0.411  0.995
C  -3.157  -0.304  -1.346
C  -2.089  0.415  -0.507
C  -2.550  0.474  0.951
C  -2.001  1.854  -1.006
C  -0.700  -0.238  -0.729
H  -4.103  0.245  -1.314
H  -3.348  -1.313  -0.980
H  -2.843  -0.370  -2.391
H  -3.543  0.930  1.008
H  -1.867  1.076  1.548
H  -2.616  -0.520  1.396
H  -2.960  2.367  -0.891
H  -1.717  1.894  -2.062
H  -1.252  2.386  -0.426
H  -0.384  0.014  -1.742

Atoms 1-2, force components in eV/Å:
0.0 -0.3 0.1
0.0 -0.1 0.0

For the calculated total energy, the calculation gives -162487.471 eV. The calculation puts the gap between HOMO and LUMO (spin up / spin down) at 7.76 / 7.48 eV. As for the energy above the lowest of the compared OMol25 structures with the same formula, charge and spin: 0.000 eV. For the HOMO energy (spin up / spin down), the calculation gives -7.41 / -7.13 eV. Its spin multiplicity is 2.

No. 2
Molecular formula: C6H12O
Method: DFT, wB97M-V/def2-TZVPD

Positions of all 19 atoms, in Å:
C  2.851  0.196  0.346
C  1.533  0.432  -0.373
O  0.470  0.514  0.566
C  -0.345  -0.614  0.595
C  -1.674  -0.449  1.249
C  -1.596  -0.642  -0.249
C  -1.935  0.523  -1.151
H  2.846  -0.770  0.862
H  3.006  0.979  1.094
H  3.693  0.211  -0.356
H  1.336  -0.363  -1.107
H  1.561  1.382  -0.919
H  0.185  -1.557  0.741
H  -1.914  0.554  1.596
H  -2.054  -1.252  1.872
H  -1.897  -1.621  -0.620
H  -1.638  0.326  -2.188
H  -3.013  0.724  -1.139
H  -1.416  1.428  -0.817

Atoms 1-2, force components in eV/Å:
0.0 0.0 0.0
0.1 0.0 -0.1

For the calculated total energy, the calculation gives -8462.849 eV. The calculation puts the gap between HOMO and LUMO at 10.37 eV. As for the energy above the lowest of the compared OMol25 structures with the same formula, charge and spin: 1.505 eV. For the HOMO energy, the calculation gives -9.20 eV. As for the SMILES: CCO[C@H]1C[C@H]1C. Its spin multiplicity is 1.

No. 3
Molecular formula: CH2O5P2
Method: DFT, wB97M-V/def2-TZVPD

Positions of all 10 atoms, in Å:
C  -0.224  -0.868  0.130
O  1.282  1.490  0.171
O  2.300  -0.170  -1.645
O  -0.903  -1.885  0.230
O  2.937  -0.288  0.731
O  -2.712  0.362  0.367
P  -1.006  0.783  0.375
P  1.908  0.150  -0.242
H  -2.779  -0.451  0.819
H  -0.803  0.876  -0.935

Atoms 1-2, force components in eV/Å:
1.4 -0.1 0.2
-0.8 -0.7 -0.9

Its total charge is -2. For the calculated total energy, the calculation gives -29885.052 eV. The calculation puts the gap between HOMO and LUMO at 5.68 eV. As for the energy above the lowest of the compared OMol25 structures with the same formula, charge and spin: 3.359 eV. For the HOMO energy, the calculation gives 0.80 eV. Its spin multiplicity is 1.

No. 4
Molecular formula: CH7BN2
Method: DFT, wB97M-V/def2-TZVPD

Positions of all 11 atoms, in Å:
B  0.124  0.111  0.197
C  0.770  0.984  -0.908
N  0.162  0.165  1.551
N  -1.609  -1.516  -0.406
H  1.453  1.540  -0.339
H  0.216  1.776  -1.571
H  1.286  0.387  -1.622
H  0.187  0.968  2.211
H  -0.183  -0.661  2.039
H  -1.967  -1.737  0.518
H  -2.243  -0.874  -0.991

Atoms 1-2, force components in eV/Å:
-3.0 -1.0 -1.9
-2.0 1.1 -1.1

For the calculated total energy, the calculation gives -4805.130 eV. The calculation puts the gap between HOMO and LUMO (spin up / spin down) at 8.10 / 8.10 eV. As for the energy above the lowest of the compared OMol25 structures with the same formula, charge and spin: 4.724 eV. For the HOMO energy (spin up / spin down), the calculation gives -7.80 / -7.80 eV. Its spin multiplicity is 1.

No. 5
Molecular formula: C13H21F9IO3P2Sm
Method: DFT, wB97M-V/def2-TZVPD

Positions of all 50 atoms, in Å:
C  -3.495  -3.552  -3.847
C  -3.435  -3.269  -2.451
H  -4.308  -4.276  -4.109
H  -2.497  -3.953  -4.139
H  -3.645  -2.580  -4.369
O  -3.505  -3.132  -1.285
I  -0.720  -1.131  -3.165
Sm  0.005  -0.074  -0.472
P  -2.057  1.920  -0.508
C  -2.793  2.777  0.930
C  -1.212  3.341  -1.300
H  -1.982  4.117  -1.388
H  -3.951  2.636  -1.907
H  -0.838  3.063  -2.293
H  -3.131  1.156  -2.519
H  -1.972  3.150  1.561
H  -0.383  3.698  -0.675
C  -3.478  1.684  -1.622
H  -3.430  3.621  0.620
H  -4.203  1.052  -1.097
H  -3.388  2.060  1.511
P  1.539  -2.400  0.218
C  1.988  -2.971  1.896
C  1.218  -3.952  -0.678
H  3.173  -1.751  -1.482
H  3.821  -2.855  -0.216
H  3.612  -1.101  0.134
C  3.207  -1.966  -0.407
H  0.920  -3.704  -1.704
H  2.094  -4.618  -0.692
H  2.730  -3.787  1.864
H  1.084  -3.317  2.413
H  0.381  -4.452  -0.177
H  2.407  -2.116  2.447
C  -1.305  -0.842  1.484
O  -1.697  -0.992  2.569
F  1.746  0.303  3.259
C  2.685  1.082  2.642
F  3.356  1.783  3.591
F  3.585  0.215  2.104
C  2.019  1.941  1.550
O  1.351  1.220  0.571
C  1.139  2.933  2.333
F  1.792  3.656  3.276
F  0.554  3.834  1.499
F  0.109  2.266  2.935
C  3.124  2.745  0.841
F  3.848  3.493  1.726
F  3.974  1.932  0.176
F  2.607  3.573  -0.093

Atoms 1-2, force components in eV/Å:
0.3 0.1 -0.8
-0.8 0.4 6.6

Its total charge is +2. For the calculated total energy, the calculation gives -88990.672 eV. The calculation puts the gap between HOMO and LUMO (spin up / spin down) at 7.56 / 7.49 eV. As for the energy above the lowest of the compared OMol25 structures with the same formula, charge and spin: 0.000 eV. For the HOMO energy (spin up / spin down), the calculation gives -15.58 / -15.50 eV. Its spin multiplicity is 6.

No. 6
Molecular formula: C11H25FN2O4Si
Method: DFT, wB97M-V/def2-TZVPD

Positions of all 44 atoms, in Å:
H  -1.808  0.511  -1.315
N  -1.717  1.116  -2.135
C  -0.565  1.651  -2.174
C  0.512  1.406  -1.139
C  -0.249  2.611  -3.282
Si  -0.315  4.402  -2.683
N  -1.475  4.690  -1.433
C  1.351  4.947  -1.968
C  2.528  4.399  -2.694
O  3.498  3.871  -2.300
F  2.415  4.679  -4.037
H  0.130  1.612  -0.134
H  1.411  2.005  -1.308
H  0.811  0.354  -1.167
H  -0.995  2.506  -4.075
H  0.743  2.391  -3.699
H  -0.667  5.271  -3.820
H  -1.343  4.153  -0.583
H  -2.433  4.539  -1.731
H  1.451  4.676  -0.913
H  1.379  6.040  -2.049
C  2.915  -3.951  1.168
O  1.711  -3.568  1.789
C  1.782  -2.270  2.342
C  0.403  -1.761  2.694
O  -0.341  -1.309  1.574
C  -0.969  -2.304  0.780
C  -2.258  -2.831  1.366
O  -1.996  -3.758  2.399
C  -3.138  -4.034  3.175
H  3.751  -3.962  1.878
H  2.774  -4.956  0.776
H  3.172  -3.276  0.343
H  2.249  -1.578  1.627
H  2.398  -2.281  3.253
H  0.530  -0.882  3.328
H  -0.147  -2.521  3.254
H  -0.286  -3.130  0.568
H  -1.217  -1.807  -0.161
H  -2.838  -3.314  0.566
H  -2.849  -1.990  1.753
H  -3.516  -3.129  3.664
H  -2.849  -4.757  3.935
H  -3.945  -4.461  2.567

Atoms 1-2, force components in eV/Å:
0.0 0.0 0.0
0.0 0.0 0.1

For the calculated total energy, the calculation gives -33577.639 eV. The calculation puts the gap between HOMO and LUMO at 10.18 eV. For the HOMO energy, the calculation gives -9.52 eV. As for the SMILES: [H]/N=C(\C)C[Si@@H](N)CC(=O)F.COCCOCCOC. Its spin multiplicity is 1.

Number 6 is which compound? C11H25FN2O4Si

Among the records above, which one has the highest calculated total energy? CH7BN2